[1]
Formula: C5H14N2
Source: OMol25
Level of theory: the ωB97M-V functional and the def2-TZVPD basis

## Properties
- Relative energy (zero: lowest compared OMol25 entry of this formula, charge and spin): 0.8461 eV
- Spin multiplicity: 1
- SMILES: CC[C@@H](N)CNC
- LUMO energy: 1.1 eV
- Gap between HOMO and LUMO: 10.04 eV

Cartesian coordinates (Å):
C (2.55520, -1.14463, 0.54194)
C (1.23583, -0.88955, -0.20859)
C (0.63714, 0.46130, 0.18809)
N (1.39708, 1.56436, -0.46431)
C (-0.80761, 0.53959, -0.29855)
N (-1.73446, -0.36942, 0.37302)
C (-3.07341, -0.24702, -0.23334)
H (2.30044, -1.15594, 1.59870)
H (3.04540, -2.07122, 0.24042)
H (3.28647, -0.38493, 0.26224)
H (1.47524, -0.79364, -1.26868)
H (0.47418, -1.64740, -0.03084)
H (0.66491, 0.62016, 1.27485)
H (0.71948, 2.27545, -0.73503)
H (2.01431, 2.01042, 0.21418)
H (-1.21309, 1.55710, -0.15432)
H (-0.79841, 0.33892, -1.36993)
H (-1.88688, -0.10923, 1.34172)
H (-3.52799, 0.69549, 0.11272)
H (-3.04054, -0.14722, -1.32006)
H (-3.72329, -1.10258, -0.06422)

[2]
Formula: C2H4O2Sm
Source: OMol25
Level of theory: the ωB97M-V functional and the def2-TZVPD basis

## Properties
- Relative energy (zero: lowest compared OMol25 entry of this formula, charge and spin): 0.0000 eV
- Spin multiplicity: 8
- Net charge: +1
- LUMO energy (spin up / spin down): -3.2 / -3.8 eV
- Expectation value of S²: 15.756
- Gap between HOMO and LUMO (spin up / spin down): 5.83 / 9.78 eV

Cartesian coordinates (Å):
O (0.16305, 1.36953, 0.19065)
H (-0.12016, 2.27446, 0.35996)
O (0.82261, -1.04872, -0.17730)
Sm (2.50894, 0.71759, -0.14841)
H (1.03182, -1.97848, -0.31397)
C (-0.53466, -0.79028, -0.12645)
C (-0.87952, 0.49545, -0.00526)
H (-1.21449, -1.57622, -0.44488)
H (-1.77760, 0.53667, 0.66566)

[3]
Formula: C5H8O
Source: OMol25
Level of theory: the ωB97M-V functional and the def2-TZVPD basis

## Properties
- Relative energy (zero: lowest compared OMol25 entry of this formula, charge and spin): 1.6583 eV
- Spin multiplicity: 1
- SMILES: C1C[C@@H]2C[C@@H]2O1
- LUMO energy: 1.1 eV
- Gap between HOMO and LUMO: 10.08 eV

Cartesian coordinates (Å):
C (0.83118, 1.18410, 0.11178)
C (1.13182, -0.22362, -0.47041)
C (-0.07468, -1.01813, -0.00661)
C (-1.39585, -0.43349, -0.44965)
C (-0.84916, -0.11800, 0.90247)
O (-0.12814, 1.04739, 1.15009)
H (0.40861, 1.84105, -0.65774)
H (1.71788, 1.66308, 0.53027)
H (1.24412, -0.16089, -1.56240)
H (2.06626, -0.64802, -0.09109)
H (0.02975, -1.95979, 0.49534)
H (-1.32508, 0.37503, -1.16957)
H (-2.28046, -1.05077, -0.55636)
H (-1.37626, -0.49796, 1.77389)

[4]
Formula: C6H12
Source: OMol25
Level of theory: the ωB97M-V functional and the def2-TZVPD basis

## Properties
- Relative energy (zero: lowest compared OMol25 entry of this formula, charge and spin): 2.4910 eV
- Spin multiplicity: 1
- SMILES: CCCC1CC1
- LUMO energy: 1.3 eV
- Gap between HOMO and LUMO: 11.10 eV

Cartesian coordinates (Å):
C (1.07521, 1.89728, -0.85238)
C (-0.38416, 1.62119, -0.45571)
C (-0.63550, 0.34020, 0.42904)
C (0.06348, -0.90723, -0.09468)
C (-0.73992, -2.18513, 0.07535)
C (0.35271, -1.81287, 1.05773)
H (1.45506, 1.19756, -1.60913)
H (1.71810, 1.82351, 0.02868)
H (1.18906, 2.90460, -1.27554)
H (-0.76980, 2.46381, 0.11875)
H (-0.98732, 1.63059, -1.39232)
H (-1.71906, 0.20273, 0.47089)
H (-0.40289, 0.26684, 1.67846)
H (0.84860, -0.78148, -0.84303)
H (-1.77361, -2.01477, 0.35591)
H (-0.62434, -3.04015, -0.60498)
H (1.24306, -2.44343, 0.93307)
H (0.09132, -1.16325, 1.97990)

[5]
Formula: C7H12
Source: OMol25
Level of theory: the ωB97M-V functional and the def2-TZVPD basis

## Properties
- Relative energy (zero: lowest compared OMol25 entry of this formula, charge and spin): 1.2402 eV
- Spin multiplicity: 1
- SMILES: CC1CC2(CC2)C1
- LUMO energy: 1.2 eV
- Gap between HOMO and LUMO: 10.93 eV

Cartesian coordinates (Å):
C (1.12502, 0.16159, 2.28135)
C (0.03843, 0.41642, 1.25080)
C (0.48816, 1.00137, -0.11663)
C (-0.30863, -0.10406, -0.80999)
C (-1.31521, 0.09536, -1.89820)
C (-0.07770, -0.72799, -2.14741)
C (-0.54213, -0.82274, 0.51800)
H (1.54593, 1.10080, 2.65903)
H (1.94476, -0.41941, 1.83976)
H (0.73892, -0.40403, 3.13766)
H (-0.76385, 1.02041, 1.68971)
H (0.17664, 2.02983, -0.33020)
H (1.57121, 0.92169, -0.27275)
H (-1.36997, 1.07788, -2.36200)
H (-2.27004, -0.41987, -1.82141)
H (0.69753, -0.31423, -2.78808)
H (-0.19358, -1.80712, -2.22159)
H (0.09105, -1.71134, 0.63669)
H (-1.57653, -1.09458, 0.75529)

[6]
Formula: C3HCl2N3O2
Source: OMol25
Level of theory: the ωB97M-V functional and the def2-TZVPD basis

## Properties
- Relative energy (zero: lowest compared OMol25 entry of this formula, charge and spin): 0.0243 eV
- Spin multiplicity: 1
- SMILES: O=[N+]([O-])c1nc(Cl)[nH]c1Cl
- LUMO energy: -0.6 eV
- Gap between HOMO and LUMO: 9.23 eV

Cartesian coordinates (Å):
O (-1.82319, -1.17872, -1.99954)
N (-1.29043, -0.09685, -1.59509)
O (-1.48514, 0.97336, -2.14524)
C (-0.41947, -0.14529, -0.47110)
N (-0.05867, -1.36090, 0.12381)
C (0.78648, -0.99436, 1.05320)
Cl (1.56272, -2.08298, 2.11637)
N (0.97831, 0.37383, 1.13794)
C (0.15117, 0.95390, 0.16875)
Cl (0.00494, 2.66793, -0.15883)
H (1.59328, 0.89006, 1.76973)